[1]
C5H10O2 | ωB97M-V/def2-TZVPD

Structure (XYZ):
```
17
Properties=species:S:1:pos:R:3:forces:R:3:lowdin_charge:R:1
O 0.322 -1.269 2.300 -2.6990 3.7916 1.7078 -0.145
H -0.515 -0.576 2.411 2.5820 -2.7880 -0.9674 0.114
H 1.659 1.205 -1.563 -0.9571 0.6187 -0.2512 0.089
H -3.056 0.775 -0.436 0.8469 -1.0818 -0.8919 0.123
H 2.864 -1.461 -0.971 -0.1899 0.7746 -0.5982 0.069
O -2.180 0.636 1.287 0.4134 3.8190 1.2088 -0.129
C -0.860 0.476 -0.792 0.0854 -0.6896 1.1454 -0.073
H -2.264 1.687 1.232 0.4072 -3.4654 0.5474 0.161
H 0.890 -0.754 2.922 0.0068 -0.9687 -0.6866 0.041
H 3.575 0.151 -1.714 -1.1027 -0.9322 0.1258 0.070
C -2.159 0.218 -0.053 -0.6541 -0.3815 -0.9418 -0.285
H 0.314 -1.053 0.038 -0.0967 -1.1545 0.6140 0.073
H -0.744 1.335 -1.386 -0.2711 1.1944 -0.8560 0.083
H -2.294 -0.882 -0.027 -0.3590 0.6375 -0.0859 0.126
C 0.259 -0.233 -0.617 -0.0231 1.0000 -1.0364 -0.104
C 2.676 -0.441 -1.383 1.2435 -0.7525 0.9290 -0.010
C 1.514 0.187 -1.249 0.7675 0.3784 0.0371 -0.203
```
Positions in Å, forces in eV/Å.

For the energy above the lowest of the compared OMol25 structures with the same formula, charge and spin, the calculation gives 79.5 kcal per mole. As for the spin multiplicity: 1. The SMILES is C=C/C=C/CO.O. The total energy comes out at -9439.59491 eV. The HOMO-LUMO gap comes out at 9.425 eV.

[2]
C5H12O2 | ωB97M-V/def2-TZVPD

Structure (XYZ):
```
19
Properties=species:S:1:pos:R:3:forces:R:3:lowdin_charge:R:1
H 2.270 -0.602 0.853 -0.6494 0.1628 0.7343 -0.010
H -2.603 0.774 2.151 0.2082 -0.0110 0.0247 0.071
H -1.483 1.916 1.393 -0.0221 -0.1538 0.0657 0.075
H -2.599 0.376 -0.263 -0.0347 -0.1442 0.2593 0.120
H 2.192 -0.091 -2.329 0.0320 0.0918 -0.1676 0.087
H -0.831 0.494 2.226 -0.1207 0.1278 0.0492 0.061
C -0.135 -0.559 -1.527 -0.9568 0.0299 -0.1559 -0.058
C -0.634 0.331 -0.667 -0.3106 -0.0291 -0.5220 -0.192
O 2.737 -1.001 -0.641 0.0705 0.2608 -0.5558 -0.035
C -1.716 0.059 0.317 -0.0451 -0.0425 0.0554 -0.268
C -1.656 0.854 1.608 0.0598 0.0244 0.1021 -0.108
H -1.835 -1.018 0.484 0.0808 0.1367 0.0442 0.116
H 1.202 -1.360 1.570 -0.1662 0.1442 0.2224 0.039
H 1.859 0.838 -0.748 0.1560 -0.2041 0.0626 0.094
H -0.213 -1.629 -1.362 -0.2964 0.0529 -0.0816 0.088
H 0.141 -0.238 -2.521 0.5843 -0.0196 0.1252 0.067
H -0.430 1.395 -0.816 -0.1409 -0.1258 -0.1873 0.118
O 1.532 -0.456 1.509 0.4348 -0.2918 0.0418 -0.096
C 2.202 -0.085 -1.238 1.1164 -0.0092 -0.1169 -0.170
```
Positions in Å, forces in eV/Å.

For the energy above the lowest of the compared OMol25 structures with the same formula, charge and spin, the calculation gives 65.0 kcal per mole. As for the spin multiplicity: 1. The SMILES is C=CCC.C=O.O. The total energy comes out at -9472.31896 eV. The HOMO-LUMO gap comes out at 9.919 eV.

[3]
C4H9N3O | ωB97M-V/def2-TZVPD

Structure (XYZ):
```
17
Properties=species:S:1:pos:R:3:forces:R:3:lowdin_charge:R:1
H 2.971 1.500 -0.012 -0.2482 -1.3777 0.0490 0.092
H -3.243 -1.015 0.804 0.6816 0.0525 -0.4898 0.116
H 3.823 -0.013 0.206 -0.8097 0.2583 -0.1622 0.096
C -1.403 -0.992 -0.054 0.1037 1.7092 -0.7764 -0.171
H -0.934 -1.527 0.752 -0.3878 -0.2949 0.7791 0.116
H 0.943 -1.989 -0.073 -0.4071 -0.0918 -0.3501 -0.004
O -2.790 -0.726 -0.010 -1.1516 -1.1345 0.7953 -0.080
C -0.746 0.404 -0.128 0.4087 -0.9996 0.0822 -0.292
N -1.639 1.432 -0.023 1.8873 0.1026 0.1213 0.115
H 0.921 1.661 -0.030 -0.5981 -0.5408 -0.4275 0.097
C 1.770 -0.274 -0.070 -0.3131 0.4677 -0.1918 -0.516
H -1.208 2.341 -0.077 -0.6767 0.0617 -0.0914 0.106
N 1.844 -1.553 -0.116 0.6834 0.2643 0.4586 0.092
N 2.930 0.477 0.117 0.5585 0.1889 -0.1083 0.074
H -1.228 -1.569 -0.952 0.2583 -0.0295 -0.3412 0.124
H -2.598 1.231 -0.148 -0.6799 0.1718 -0.1438 0.078
C 0.588 0.611 -0.188 0.6907 1.1917 0.7971 -0.042
```
Positions in Å, forces in eV/Å.

For the energy above the lowest of the compared OMol25 structures with the same formula, charge and spin, the calculation gives 37.4 kcal per mole. As for the spin multiplicity: 1. The SMILES is [H]/N=C(N)\C=C(\N)CO. The total energy comes out at -10810.83833 eV. The HOMO-LUMO gap comes out at 8.541 eV.

[4]
C5H10O | ωB97M-V/def2-TZVPD

Structure (XYZ):
```
16
Properties=species:S:1:pos:R:3:forces:R:3:lowdin_charge:R:1
H 0.255 -1.350 1.590 -0.0725 0.3569 -0.3869 0.116
O 1.358 0.643 0.814 0.5746 -0.2901 0.3655 -0.043
H 0.469 1.471 -2.299 0.3170 -0.2095 0.1837 0.084
H 1.758 2.356 -0.181 -1.4057 -0.1406 -0.1188 0.137
C 1.295 0.941 -1.792 0.2027 -0.4521 -0.0828 -0.089
H -2.508 -0.977 0.286 0.0239 -0.0027 0.0734 0.069
H -0.083 -1.733 -0.075 0.0131 0.2113 -0.0865 0.099
C 0.037 0.443 0.458 0.0592 0.2957 -0.1029 -0.211
C -1.839 -1.278 1.097 0.0117 0.1483 -0.1297 -0.121
H 2.209 1.181 -2.347 0.0728 -0.1313 0.2001 0.068
H -2.132 -0.728 2.001 0.1311 -0.0057 -0.2155 0.072
C 1.263 1.368 -0.355 -0.5389 -0.2984 -0.1250 -0.236
H 1.067 -0.122 -1.841 0.1089 -0.1418 -0.2998 0.073
C -0.366 -1.040 0.726 0.0441 0.1620 -0.3993 -0.202
H -2.030 -2.342 1.298 0.1773 0.2892 -0.1029 0.071
H -0.754 1.167 0.619 0.2809 0.2090 1.2275 0.113
```
Positions in Å, forces in eV/Å.

For the energy above the lowest of the compared OMol25 structures with the same formula, charge and spin, the calculation gives 83.0 kcal per mole. As for the spin multiplicity: 1. The SMILES is CC[C@H]1O[C@H]1C. The total energy comes out at -7391.16801 eV. The HOMO-LUMO gap comes out at 9.483 eV.

Question: Number 1 is which compound?
Answer: C5H10O2